ORCA calculation (wB97M-V/def2-TZVPD) on 9 unconnected molecules or ions with the total composition C48H108O18 in a non-equilibrium geometry.

XYZ file:
```
174
Properties=species:S:1:pos:R:3:forces:R:3:mulliken_charge:R:1
C 21.77450 33.54970 5.02630 -0.67 -0.58 0.05 -0.78
C 21.24779 34.19666 3.73712 1.24 0.03 0.05 0.67
C 19.77027 34.40304 3.71547 -1.66 1.01 0.13 -0.30
C 19.22523 35.59472 2.87979 -1.42 -0.23 1.56 -0.08
C 17.67823 35.87453 3.17058 0.50 -0.52 -0.79 -0.66
C 16.69593 34.75662 2.79222 -0.24 0.70 0.73 -1.06
H 20.87130 33.19902 5.52567 0.29 -0.54 0.44 -0.07
H 22.30071 34.18069 5.74260 -0.09 0.38 -0.30 0.03
H 22.44036 32.71501 4.80717 -0.10 -0.11 0.12 0.31
H 21.77437 35.14902 3.67535 -0.08 0.14 -0.66 0.10
H 21.50241 33.53920 2.90585 0.37 0.33 -0.23 0.04
H 19.43873 34.57559 4.73939 -0.10 0.21 0.25 0.14
H 19.19757 33.52395 3.42000 0.28 -0.40 -0.13 -0.07
H 19.68395 36.51253 3.24762 0.55 0.01 -0.41 0.21
H 19.40550 35.43040 1.81744 -0.05 0.24 -0.08 0.09
H 17.46333 36.07215 4.22075 0.63 0.11 0.25 0.39
H 17.40926 36.79725 2.65644 0.03 0.07 -0.21 0.26
H 15.67191 35.07081 2.99416 -0.17 0.52 -0.34 0.48
H 16.74083 34.46880 1.74186 0.20 -0.56 0.24 0.26
H 16.75946 33.99376 3.56817 0.54 -0.80 -0.67 0.04
C 25.85714 35.08000 6.23148 -0.93 0.29 1.71 -1.30
C 24.99583 36.13237 6.98694 0.15 0.22 -0.85 -0.21
C 25.49757 36.54281 8.40521 -0.74 0.05 -1.20 -0.54
C 24.68314 37.74767 8.82715 0.42 0.67 0.20 -0.49
C 25.21884 38.48874 10.06965 0.51 -0.51 -1.11 -0.47
C 24.33309 39.53829 10.66942 -0.38 0.80 0.51 -1.26
H 26.89678 35.35646 6.40703 0.10 -0.22 -0.44 0.40
H 25.60247 34.94748 5.17997 0.11 0.22 0.10 0.31
H 25.64219 34.16062 6.77613 0.42 -0.45 -0.31 0.31
H 24.94034 37.01548 6.35044 0.68 0.55 0.13 0.11
H 23.92719 35.92379 6.93620 -0.14 -0.82 0.61 0.32
H 26.53140 36.85659 8.26082 0.24 -0.20 0.38 0.30
H 25.40393 35.77812 9.17630 0.27 -0.37 -0.25 0.38
H 24.80799 38.42505 7.98237 -0.55 0.38 0.00 0.13
H 23.63331 37.46594 8.90828 -0.13 0.11 0.12 0.39
H 25.51103 37.76028 10.82600 -0.15 -0.05 0.23 0.32
H 26.15894 38.93568 9.74631 0.18 0.11 0.04 0.33
H 23.53700 39.04953 11.23109 -0.04 0.32 0.25 0.32
H 24.90710 40.23751 11.27744 0.13 -0.51 0.78 0.36
H 23.87071 40.30046 10.04221 -0.18 -0.60 -0.94 0.32
C 18.04595 32.73266 -0.83506 -0.90 0.09 -0.23 -0.51
O 16.70138 32.28327 -0.44537 0.10 -0.19 -0.99 -0.20
C 16.07057 31.22028 -1.23551 0.75 0.25 -0.01 -0.34
C 15.36500 31.59520 -2.55988 1.79 0.23 -0.60 -1.05
O 16.29888 31.78431 -3.66227 1.11 0.35 1.14 -0.37
C 16.16928 30.96308 -4.81353 -1.38 -0.72 0.85 -0.72
C 16.52832 29.41964 -4.58555 -1.76 3.31 0.86 -0.32
O 17.89268 29.25204 -4.43750 0.73 -0.96 -0.23 -0.29
C 18.26997 27.88411 -4.35509 0.64 -0.55 -0.65 -0.82
H 18.85226 32.02619 -0.63795 -0.26 -0.44 0.28 0.13
H 18.25714 33.65500 -0.29394 -0.27 -0.21 0.47 0.14
H 18.15986 33.04075 -1.87437 -0.56 -0.37 -0.30 0.35
H 15.28657 30.69862 -0.68661 -0.16 0.74 0.91 0.41
H 16.81380 30.42526 -1.29595 0.22 -0.05 -0.93 0.28
H 14.83949 32.54279 -2.44153 -0.03 0.06 0.16 0.39
H 14.62767 30.83054 -2.80436 -0.01 -0.20 -0.01 0.53
H 16.58877 31.46098 -5.68772 0.67 -0.14 0.33 0.33
H 15.09457 31.10598 -4.92621 -0.48 -1.18 -1.03 0.45
H 15.90533 28.86077 -5.28386 0.89 -0.55 -0.68 0.43
H 16.01324 29.28394 -3.63456 0.06 -0.61 0.46 0.19
H 18.09714 27.39553 -5.31400 -0.68 -0.22 -0.03 0.37
H 17.86632 27.30334 -3.52571 -0.72 0.29 0.05 0.32
H 19.34026 27.70351 -4.25529 0.28 1.06 0.22 0.26
C 17.99447 32.73021 7.19579 -0.66 -0.66 0.66 -0.27
O 18.44830 31.48927 7.75552 -0.40 -1.05 -0.75 -0.41
C 17.46798 30.42908 7.57957 -0.21 0.76 1.18 -0.22
C 16.25714 30.59147 8.50234 -0.57 -0.74 -0.36 -0.37
O 16.51583 30.23169 9.85072 0.74 1.46 0.58 -0.35
C 15.36561 30.33481 10.71666 0.80 -0.08 -0.89 -0.52
C 14.50739 31.61072 10.52010 0.37 -0.23 -0.45 -0.67
O 15.20694 32.88127 10.35869 -1.12 -1.74 1.96 -0.35
C 15.81731 33.31218 11.63539 1.18 -0.11 -2.06 -0.78
H 17.62813 33.34585 8.01730 0.21 0.36 -0.02 0.30
H 17.12060 32.55135 6.56933 0.02 0.05 -0.36 0.32
H 18.75953 33.23932 6.60965 0.17 -0.21 0.21 -0.26
H 17.81434 29.42044 7.80489 1.06 0.32 0.14 0.39
H 17.12969 30.37412 6.54485 -0.14 0.32 -0.16 0.08
H 15.53599 29.84387 8.17201 -0.42 -0.16 -0.57 0.29
H 15.77074 31.55792 8.37013 0.26 0.24 0.30 0.32
H 15.68470 30.16035 11.74421 0.35 0.20 -0.12 0.30
H 14.82238 29.44745 10.39170 -1.05 0.08 0.46 0.40
H 13.74285 31.68282 11.29364 0.18 0.02 0.38 0.45
H 13.93720 31.33449 9.63315 0.06 1.00 -0.43 0.42
H 15.53846 32.92182 12.61414 -1.24 -0.11 -0.35 0.37
H 15.78054 34.39846 11.55330 0.07 -0.12 0.51 0.25
H 16.84273 32.95359 11.54570 0.35 0.40 0.08 0.29
C 15.61448 39.79542 4.29765 0.47 0.78 0.34 -0.44
O 16.47502 40.87023 4.73785 -1.54 0.06 0.25 -0.26
C 15.74533 42.10296 5.03243 2.16 0.45 -1.65 -0.56
C 16.90564 43.16281 5.30340 -2.74 -0.12 0.51 -0.44
O 16.36802 44.34212 4.63582 0.54 0.56 -0.09 -0.22
C 17.19518 45.51144 4.46671 1.67 -1.20 0.07 -0.47
C 16.62798 46.83316 4.06593 -1.44 0.10 0.93 -0.60
O 16.00325 47.50306 5.16345 -0.57 -0.80 -0.71 -0.38
C 14.65584 47.02884 5.31922 0.05 1.41 0.38 -0.61
H 15.10547 39.37431 5.16465 -0.31 -0.04 -0.10 0.31
H 16.19547 39.00546 3.82171 0.34 0.18 0.18 -0.10
H 14.92275 40.16832 3.54229 -0.29 0.01 0.09 0.36
H 14.86659 42.11077 5.67730 0.63 -0.75 1.19 0.42
H 15.24419 42.48283 4.14211 0.35 -0.21 -0.71 0.31
H 17.86996 42.73595 5.02779 -0.07 0.40 -0.84 0.31
H 16.95145 43.31380 6.38192 0.11 0.47 0.14 0.28
H 17.90905 45.36153 3.65676 0.31 -0.76 -0.19 0.32
H 17.80628 45.67406 5.35453 -0.05 -0.01 0.30 0.36
H 15.89695 46.72546 3.26462 -0.03 -0.02 -0.31 0.35
H 17.44721 47.45679 3.70806 0.05 -0.03 0.14 0.37
H 14.51667 45.96519 5.51259 0.48 -0.01 0.21 0.21
H 14.03546 47.28535 4.46048 0.14 -0.02 -0.44 0.29
H 14.28147 47.66939 6.11773 -0.22 -0.48 0.29 0.26
C 21.50682 28.19155 6.32935 -0.36 -0.32 -0.02 -0.70
O 21.82376 28.76927 5.11867 0.11 1.22 -2.20 -0.40
C 20.90517 29.76892 4.60519 1.89 -0.14 -0.63 -0.25
C 21.41671 30.31844 3.22946 -1.33 -1.13 1.33 -0.20
O 20.86053 29.44919 2.23186 0.38 -0.50 0.48 -0.20
C 21.30125 29.59446 0.88806 -1.00 1.57 0.56 -0.40
C 20.57102 28.73205 -0.11181 0.90 -1.64 0.71 -0.29
O 21.21737 27.42297 -0.08862 -1.10 1.59 0.01 -0.35
C 20.84197 26.56798 -1.12098 0.88 -1.06 -0.25 -0.75
H 20.60373 27.60749 6.15216 -0.49 0.04 0.82 0.29
H 21.45423 28.96491 7.09569 -0.47 -0.17 0.40 0.28
H 22.28509 27.47585 6.59420 0.16 0.15 -0.07 0.24
H 20.90828 30.61772 5.28903 -0.31 0.00 0.29 0.28
H 19.89653 29.42085 4.38250 -0.14 -0.41 0.48 0.25
H 22.49989 30.43213 3.27318 0.14 -0.30 -0.49 0.40
H 20.95101 31.30389 3.23965 -0.01 0.37 -0.78 -0.15
H 22.38991 29.55269 0.85398 0.01 -0.24 -0.40 0.34
H 20.94067 30.58625 0.61522 0.53 0.69 -0.30 0.19
H 20.56910 29.22460 -1.08417 0.67 -0.17 -0.38 0.44
H 19.50601 28.63853 0.10059 -0.13 -0.14 0.54 0.06
H 19.78378 26.37752 -1.30004 -0.32 0.52 0.27 0.26
H 21.27058 25.60362 -0.84818 -0.05 -0.15 -0.01 0.29
H 21.34241 26.83572 -2.05155 -0.18 0.29 -0.35 0.30
O 16.32605 26.97976 0.97593 -1.62 2.26 1.95 -0.58
C 15.55701 27.63654 1.70393 4.18 0.78 -1.90 0.69
O 15.86793 28.93357 2.22360 -0.95 -2.19 -0.54 -0.43
C 17.09792 29.61988 1.85958 -0.62 1.18 0.86 0.98
C 17.11095 30.96785 2.63013 -0.36 -0.21 -0.16 -1.05
C 14.23183 27.13858 2.04548 -0.59 -0.55 0.72 -1.03
H 17.01597 29.85507 0.79842 0.75 -0.56 -0.01 -0.65
H 17.95298 29.08213 2.26919 0.09 -0.43 -0.95 0.42
H 17.95181 31.62679 2.41364 0.55 -0.58 -0.25 0.06
H 17.14126 30.74506 3.69669 -0.21 0.20 0.09 0.20
H 16.29234 31.63913 2.37063 -0.46 -0.44 0.16 0.47
H 14.29878 26.05078 2.02768 -0.02 0.06 0.04 0.35
H 13.53953 27.40874 1.24809 -0.19 0.30 0.30 0.25
H 13.94353 27.45940 3.04650 -0.39 0.20 -0.29 0.30
O 25.39497 37.58618 2.22977 -0.42 1.40 2.56 -0.51
C 25.60885 36.93477 1.28015 1.75 -0.28 -2.39 0.78
O 24.71789 36.29115 0.58462 -1.76 -1.40 -1.55 -0.33
C 23.32794 36.36053 0.93099 -0.07 -0.14 0.96 0.16
C 22.57303 35.20097 0.38467 -0.57 -0.63 -0.83 -0.98
C 26.96640 36.80005 0.60050 0.38 -0.07 1.01 -1.16
H 22.86657 37.27233 0.55173 0.39 0.26 0.19 0.15
H 23.23106 36.30238 2.01512 0.12 0.56 0.06 0.18
H 21.52204 35.34676 0.63424 -0.07 0.00 0.20 0.09
H 22.86231 34.22623 0.77747 0.22 0.11 0.07 0.28
H 22.58582 35.15534 -0.70429 0.26 -0.02 -0.10 0.43
H 26.99249 36.71980 -0.48623 -0.41 0.35 0.15 0.34
H 27.43509 35.88457 0.96151 0.03 -0.10 0.14 0.29
H 27.54534 37.62908 1.00747 0.22 -0.04 -0.42 0.33
O 22.66024 39.08600 3.23370 -0.06 -1.33 -1.75 -0.47
C 22.22609 40.03897 3.79205 0.48 -0.55 0.81 0.70
O 21.24951 40.83247 3.34343 0.04 0.79 0.54 -0.37
C 20.62506 40.59603 2.09581 -1.13 0.27 -0.98 -0.36
C 19.40533 39.70743 2.21579 0.24 -1.53 -0.20 -0.66
C 22.82464 40.39572 5.10827 -0.19 1.69 0.62 -0.95
H 21.30171 40.28222 1.30096 0.30 -0.36 0.40 0.29
H 20.20805 41.53491 1.73150 0.49 0.51 0.46 0.31
H 18.77160 39.73820 1.32948 -0.12 0.68 0.01 0.51
H 18.82263 39.87992 3.12068 0.00 0.29 -0.11 0.24
H 19.68579 38.65435 2.19394 0.25 -0.17 0.48 -0.06
H 22.07791 40.82149 5.77850 0.00 -0.22 0.19 0.36
H 23.51043 41.22300 4.92553 0.10 0.19 -0.09 0.33
H 23.43779 39.62881 5.58151 -0.52 -0.27 -0.37 0.13
```
Positions in Å, forces in eV/Å.

- Energy above the lowest of the compared OMol25 structures with the same formula, charge and spin: 373.36 kJ/mol
- SMILES: CCOC(C)=O.CCOC(C)=O.CCOC(C)=O.COCCOCCOC.COCCOCCOC.COCCOCCOC.COCCOCCOC.CCCCCC.CCCCCC
- Kohn-Sham gap: 9.944 eV